# C4H4O2P2

2 unconnected molecules or ions with the total composition C4H4O2P2 at a distorted geometry (ωB97M-V with the def2-TZVPD basis set, the Open Molecules 2025 dataset).

The highest occupied orbital energy is -8.32 eV. The SMILES is [H]/P=C/C=C=O.O=C=P. The value obtained for the largest force on an atom is 3.7 eV Å⁻¹.

Cartesian coordinates (Å):
H (-1.1539, 2.9995, -2.6363)
P (-0.2364, 2.1353, -1.9192)
C (-1.0677, 2.0568, -0.4346)
C (-0.7078, 1.4022, 0.7199)
C (0.0984, 0.4201, 0.8979)
O (0.8958, -0.3645, 1.2023)
H (-2.0519, 2.5139, -0.3536)
H (-1.3658, 1.3690, 1.5813)
O (1.0972, -1.8169, -0.9635)
C (1.2937, -2.5637, -0.0981)
P (1.2642, -3.5130, 1.2815)
H (1.9342, -4.6385, 0.7225)


# C4H4O2Rb

A molecular structure, C4H4O2Rb at a distorted geometry (ωB97M-V with the def2-TZVPD basis set, the Open Molecules 2025 dataset).

The highest occupied orbital energy is -9.81 eV. As for the charge: +1. The value obtained for the largest force on an atom is 7.3 eV Å⁻¹.

Cartesian coordinates (Å):
H (0.6014, 1.0770, -1.8520)
O (0.1393, 1.0295, 2.8859)
C (-0.0648, 0.3337, 1.9815)
C (-0.3481, -0.4123, 0.9247)
C (0.1231, 0.3157, -1.2199)
C (-1.1552, 0.4972, -0.6391)
O (0.9184, -0.3806, -0.4487)
Rb (3.8719, -2.3511, -1.3552)
H (-0.7902, -1.3943, 1.0979)
H (-1.8973, -0.2696, -0.8807)
H (-1.3985, 1.5548, -0.4946)


# C4H4O2Rh

A molecular structure, C4H4O2Rh at a distorted geometry (ωB97M-V with the def2-TZVPD basis set, the Open Molecules 2025 dataset).

Its multiplicity is 5. The highest occupied orbital energy (alpha / beta) is -23.87 / -23.83 eV. As for the charge: +3. The value obtained for the largest force on an atom is 7.0 eV Å⁻¹.

Cartesian coordinates (Å):
H (-2.4534, -1.1369, 0.2772)
O (2.0949, 0.7476, 0.0028)
C (1.5571, -0.5467, 0.0101)
C (0.1086, -0.4873, -0.1591)
C (-1.0690, -0.7146, -0.5257)
H (3.0443, 0.6933, 0.1466)
H (1.7514, -1.0826, 0.9562)
H (1.9572, -1.1770, -0.8049)
C (-1.8669, -0.0052, 0.3786)
O (-2.5471, 1.0190, 0.2246)
Rh (-2.5771, 2.6904, -0.5064)


# C4H4O2S

C4H4O2S in the gas phase at a distorted geometry (ωB97M-V with the def2-TZVPD basis set, the Open Molecules 2025 dataset).

The highest occupied orbital energy is -9.68 eV. The SMILES is C=CC(=O)C(=O)S. The value obtained for the largest force on an atom is 4.9 eV Å⁻¹.

Cartesian coordinates (Å):
C (3.0183, -0.0795, -0.1713)
C (1.8385, 0.5876, -0.1131)
C (0.5928, -0.3482, 0.0789)
O (0.4965, -1.5440, 0.4306)
C (-0.6646, 0.6292, -0.0280)
O (-0.7700, 1.8177, 0.2798)
S (-1.9925, -0.5050, -0.2258)
H (2.9955, -1.2228, -0.3396)
H (3.8872, 0.4558, -0.3293)
H (1.7035, 1.6288, -0.1885)
H (-3.2290, 0.2934, 0.1888)


Copy entry 1 word for word.
# C4H4O2P2

2 unconnected molecules or ions with the total composition C4H4O2P2 at a distorted geometry (ωB97M-V with the def2-TZVPD basis set, the Open Molecules 2025 dataset).

The highest occupied orbital energy is -8.32 eV. The SMILES is [H]/P=C/C=C=O.O=C=P. The value obtained for the largest force on an atom is 3.7 eV Å⁻¹.

Cartesian coordinates (Å):
H (-1.1539, 2.9995, -2.6363)
P (-0.2364, 2.1353, -1.9192)
C (-1.0677, 2.0568, -0.4346)
C (-0.7078, 1.4022, 0.7199)
C (0.0984, 0.4201, 0.8979)
O (0.8958, -0.3645, 1.2023)
H (-2.0519, 2.5139, -0.3536)
H (-1.3658, 1.3690, 1.5813)
O (1.0972, -1.8169, -0.9635)
C (1.2937, -2.5637, -0.0981)
P (1.2642, -3.5130, 1.2815)
H (1.9342, -4.6385, 0.7225)


Number 1 is which compound?
C4H4O2P2


The lowest largest force on an atom belongs to which entry?
C4H4O2P2